1.
This record from the Open Molecules 2025 dataset describes the molecule C26H33N3O5S. The level of theory is the ωB97M-V functional and the def2-TZVPD basis.

Properties
* energy above the lowest of the compared OMol25 structures with the same formula, charge and spin: 68.7 kJ/mol

Last column: natural (NBO) charge in e.
Atoms and positions in Å:
C1 -6.77875 -2.05529 -1.33330  -0.254
H1 -6.11457 -2.02327 -2.20227  0.180
O1 -6.76237 -0.83518 -0.62845  -0.492
C2 -5.58962 -0.41945 -0.08384  0.333
C3 -4.39608 -1.12538 -0.16429  -0.365
C4 -3.24846 -0.61098 0.42659  0.273
C5 -3.28950 0.60974 1.09164  -0.305
C6 -4.48363 1.30326 1.17274  -0.188
C7 -5.62926 0.80104 0.59278  -0.276
H2 -6.56597 1.33149 0.64861  0.221
H3 -4.52656 2.24388 1.70225  0.208
H4 -2.39134 1.00301 1.54790  0.195
N1 -2.02849 -1.29346 0.37808  -0.634
C8 -1.80316 -2.61694 0.15705  0.702
O2 -2.66746 -3.42624 -0.09972  -0.610
C9 -0.33157 -3.00985 0.27142  -0.304
C10 0.49888 -2.33003 -0.82289  -0.392
C11 1.96990 -2.71090 -0.68913  -0.404
C12 2.49308 -2.30717 0.68896  -0.234
C13 1.70894 -3.07558 1.75403  -0.382
C14 0.22928 -2.70670 1.66555  -0.392
H5 0.12791 -1.64267 1.89568  0.184
H6 -0.34068 -3.26375 2.41234  0.220
H7 2.08449 -2.82949 2.74943  0.206
H8 1.83371 -4.14910 1.60026  0.198
C15 4.01423 -2.49736 0.80769  -0.229
N2 4.66440 -1.19976 0.89106  -0.864
S1 4.74286 -0.30841 -0.53592  2.304
O3 5.85685 0.58022 -0.37174  -0.940
O4 4.71362 -1.17185 -1.68378  -0.944
C16 3.23544 0.64535 -0.48158  -0.349
C17 2.34600 0.58969 -1.53505  -0.180
C18 1.15318 1.30004 -1.49163  -0.255
C19 0.90390 2.07707 -0.37231  0.249
C20 1.82877 2.15555 0.67832  -0.062
C21 2.99897 1.43417 0.63613  -0.169
H9 3.72787 1.46297 1.42940  0.239
C22 1.29792 3.08229 1.73171  -0.421
H10 2.05009 3.78415 2.08721  0.228
H11 0.93305 2.51323 2.59090  0.223
C23 0.15013 3.80046 0.99531  -0.026
N3 -0.19731 2.89197 -0.10154  -0.472
C24 -1.40019 2.80330 -0.75174  0.699
O5 -1.59186 1.97703 -1.61685  -0.599
C25 -2.46750 3.77756 -0.31596  -0.714
H12 -2.66430 3.69631 0.74945  0.224
H13 -2.17314 4.79916 -0.54196  0.228
H14 -3.37720 3.53945 -0.85992  0.255
C26 0.63083 5.14032 0.43757  -0.616
H15 1.51496 4.98549 -0.17681  0.217
H16 -0.13353 5.61097 -0.17420  0.212
H17 0.88156 5.81400 1.25277  0.216
H18 -0.71416 3.95473 1.64505  0.211
H19 0.44198 1.24981 -2.29842  0.263
H20 2.59572 -0.01720 -2.38995  0.247
H21 5.59710 -1.24076 1.27431  0.409
H22 4.39082 -3.05702 -0.05697  0.205
H23 4.26090 -3.05078 1.71628  0.207
H24 2.29860 -1.24018 0.83835  0.208
H25 2.56036 -2.22414 -1.46466  0.231
H26 2.08101 -3.79061 -0.81166  0.199
H27 0.40348 -1.24368 -0.75503  0.198
H28 0.12108 -2.63411 -1.80056  0.220
H29 -0.29411 -4.09255 0.11369  0.225
H30 -1.22704 -0.72570 0.61197  0.396
H31 -4.33318 -2.07356 -0.66725  0.259
H32 -6.49404 -2.89401 -0.69124  0.183
H33 -7.80655 -2.18698 -1.66804  0.198

Cartesian forces, eV/Å:
C 0.0 -0.2 -0.1
H 0.0 0.0 0.0
O 0.1 0.3 0.2
C 0.2 0.3 0.2
C -0.2 -0.2 -0.2
C -0.3 0.2 0.1
C 0.1 -0.1 0.0
C 0.0 -0.1 -0.1
C -0.2 -0.1 -0.1
H -0.1 0.1 0.0
H 0.0 0.1 0.0
H 0.1 0.0 0.1
N 0.2 0.4 0.0
C 0.6 -0.3 0.1
O -0.3 -0.2 -0.1
C -0.1 0.2 0.0
C 0.1 -0.3 0.0
C -0.2 0.4 0.1
C 0.1 -0.5 0.0
C -0.1 0.4 0.0
C 0.1 -0.3 0.0
H 0.0 0.1 0.1
H -0.1 0.1 0.0
H 0.1 -0.1 0.1
H 0.1 -0.1 0.0
C -0.5 -0.3 -0.2
N 0.3 0.7 -0.6
S 0.1 0.1 0.4
O 0.0 0.1 0.3
O -0.3 0.0 0.1
C 0.5 -0.4 -0.1
C 0.1 -0.1 0.0
C -0.1 0.1 -0.1
C 0.4 -0.4 -0.1
C 0.0 0.0 -0.2
C -0.2 0.2 0.0
H 0.1 0.1 0.2
C -0.1 -0.1 0.1
H 0.0 0.1 0.0
H 0.0 0.0 0.0
C 0.0 0.6 0.2
N 0.1 -0.2 0.1
C -0.3 0.1 0.1
O -0.1 -0.1 -0.2
C -0.1 -0.1 -0.2
H 0.0 0.0 0.1
H 0.0 0.1 0.0
H 0.0 0.0 0.0
C -0.2 -0.2 0.1
H 0.1 0.0 -0.1
H -0.1 0.1 -0.1
H 0.1 0.1 0.1
H 0.1 -0.1 -0.1
H 0.0 0.0 0.0
H 0.0 -0.1 -0.1
H 0.2 0.1 0.0
H 0.0 -0.1 0.2
H 0.1 0.1 0.0
H -0.1 -0.1 0.0
H 0.0 -0.1 -0.1
H 0.1 -0.1 0.0
H 0.0 0.0 0.0
H -0.1 0.1 0.0
H -0.1 0.1 0.0
H -0.1 -0.1 -0.1
H 0.0 -0.1 0.0
H 0.0 0.0 0.0
H 0.1 0.0 0.0

---

2.
This record from the Open Molecules 2025 dataset describes the molecule C26H33NO4. The level of theory is the ωB97M-V functional and the def2-TZVPD basis.

Properties
* energy above the lowest of the compared OMol25 structures with the same formula, charge and spin: 0.0 kJ/mol

Last column: natural (NBO) charge in e.
Atoms and positions in Å:
C1 -0.47122 -3.35362 5.58081  -0.594
H1 -0.50451 -3.32493 6.66775  0.208
H2 0.55982 -3.21436 5.26545  0.201
H3 -0.80137 -4.33580 5.24971  0.213
C2 -1.37193 -2.26446 4.99456  -0.236
C3 -1.40429 -2.34959 3.48855  -0.032
C4 -0.25284 -2.17705 2.73070  -0.165
C5 -0.29197 -2.25578 1.35109  -0.226
C6 -1.48504 -2.51205 0.68731  -0.040
C7 -2.63729 -2.69099 1.44181  -0.162
C8 -2.59461 -2.60877 2.82086  -0.210
H4 -3.50327 -2.75075 3.38888  0.209
H5 -3.57122 -2.89828 0.94023  0.215
C9 -1.54365 -2.61015 -0.81287  -0.524
C10 -2.75055 -1.88011 -1.39266  0.698
O1 -3.64071 -2.48565 -1.95998  -0.634
N1 -2.80018 -0.53891 -1.22011  -0.448
C11 -3.88523 0.21508 -1.81674  -0.225
H6 -4.62662 -0.49960 -2.17660  0.251
C12 -3.35885 1.07763 -2.96328  -0.405
C13 -2.23644 1.98705 -2.46875  -0.392
H7 -2.63546 2.69950 -1.74427  0.197
H8 -1.81576 2.55606 -3.30014  0.216
C14 -1.13675 1.14575 -1.80888  -0.242
C15 -0.00603 1.99286 -1.28951  0.004
C16 1.27050 1.82614 -1.81206  -0.249
C17 2.33325 2.58872 -1.34885  0.305
C18 2.10790 3.54472 -0.36063  -0.255
C19 0.83887 3.71823 0.15326  -0.181
C20 -0.21410 2.94363 -0.29934  -0.240
H9 -1.19776 3.08881 0.11872  0.211
H10 0.67185 4.46058 0.91894  0.217
H11 2.93447 4.14436 -0.01176  0.218
O2 3.61991 2.53438 -1.82101  -0.545
C21 4.22078 1.34931 -2.35215  0.160
C22 3.87039 1.10572 -3.82356  -0.633
H12 3.82776 2.05492 -4.35342  0.226
H13 2.91892 0.59439 -3.93782  0.205
H14 4.64861 0.48941 -4.26687  0.247
C23 3.96772 0.11581 -1.48171  -0.638
H15 4.63359 -0.67866 -1.80749  0.246
H16 2.93952 -0.22583 -1.56126  0.215
H17 4.17844 0.34643 -0.43862  0.223
C24 5.75085 1.62363 -2.28926  0.778
O3 6.54647 0.83617 -2.71352  -0.580
O4 6.09614 2.77162 -1.72618  -0.661
H18 5.28859 3.25889 -1.47170  0.511
H19 1.41694 1.10329 -2.59786  0.207
H20 -0.74454 0.45170 -2.56127  0.203
C25 -1.76355 0.30354 -0.68156  -0.201
H21 -1.00049 -0.28611 -0.17926  0.228
H22 -2.21482 0.96749 0.06457  0.195
H23 -4.17398 1.67343 -3.37539  0.215
H24 -2.98281 0.42410 -3.75305  0.205
H25 -4.33813 0.84838 -1.04558  0.185
H26 -1.65980 -3.65833 -1.10231  0.253
H27 -0.62187 -2.23657 -1.26384  0.220
H28 0.62073 -2.12205 0.78495  0.206
H29 0.69067 -1.97928 3.21750  0.202
C26 -0.91539 -0.87779 5.45321  -0.594
H30 -0.95676 -0.80805 6.53797  0.208
H31 -1.55909 -0.10845 5.03189  0.211
H32 0.10589 -0.68180 5.13616  0.201
H33 -2.38970 -2.42797 5.36623  0.201

Cartesian forces, eV/Å:
C -0.3 0.1 0.0
H 0.0 0.0 0.1
H 0.1 0.0 0.0
H 0.0 -0.1 0.0
C 0.2 0.0 0.1
C -0.2 0.0 0.1
C 0.0 0.0 0.0
C 0.0 -0.1 0.0
C 0.1 0.0 0.1
C 0.1 0.0 -0.1
C 0.0 0.0 0.0
H -0.1 0.0 0.1
H -0.1 0.0 -0.1
C -0.2 -0.2 -0.1
C 0.3 -0.2 0.1
O -0.2 -0.3 -0.1
N -0.3 0.3 0.0
C -0.3 -0.1 -0.4
H 0.1 0.1 0.1
C -0.1 0.1 0.3
C 0.1 -0.3 -0.3
H 0.0 0.1 0.1
H 0.0 0.1 0.0
C -0.2 0.2 0.2
C 0.0 0.0 0.0
C 0.2 0.0 -0.1
C -0.1 0.3 0.3
C 0.1 -0.1 -0.2
C 0.0 0.0 0.0
C -0.1 0.0 0.0
H -0.1 0.0 0.0
H 0.0 0.1 0.1
H 0.1 0.0 0.0
O -0.2 0.1 -0.1
C 0.3 -0.5 -0.2
C 0.0 0.1 0.2
H 0.0 0.1 -0.1
H -0.1 0.0 0.0
H 0.0 0.0 0.0
C 0.0 0.2 0.0
H 0.0 0.0 0.0
H 0.0 0.0 0.0
H 0.0 0.0 0.1
C -0.6 -0.1 0.0
O 0.1 0.0 0.0
O 0.3 0.5 0.2
H 0.1 -0.3 -0.1
H 0.0 -0.1 -0.1
H 0.0 0.0 0.1
C 0.4 0.0 -0.2
H -0.1 0.1 0.0
H 0.1 0.0 0.0
H 0.0 0.0 -0.1
H 0.0 0.0 -0.1
H 0.0 0.0 0.0
H 0.0 0.2 -0.1
H 0.0 0.0 0.0
H 0.1 0.0 -0.1
H 0.1 0.0 0.1
C -0.2 -0.2 0.0
H 0.0 0.1 0.1
H 0.0 0.1 0.0
H 0.1 0.0 0.0
H 0.1 0.0 -0.1

---

3.
This record from the Open Molecules 2025 dataset describes the molecule C26H33NO6 in a non-equilibrium geometry. The level of theory is the ωB97M-V functional and the def2-TZVPD basis.

Properties
* energy above the lowest of the compared OMol25 structures with the same formula, charge and spin: 0.0 kJ/mol

Last column: natural (NBO) charge in e.
Atoms and positions in Å:
C1 6.18507 -0.19440 -7.43681  -0.634
C2 5.83865 -1.53332 -6.80251  -0.076
H1 4.90854 -1.92432 -7.22729  0.199
H2 6.64548 -2.25600 -6.94006  0.189
O1 5.68403 -1.41504 -5.38573  -0.510
C3 4.49385 -1.01490 -4.93073  0.812
O2 3.55363 -0.74944 -5.63137  -0.605
C4 4.48582 -0.99515 -3.41400  -0.322
C5 3.44223 -0.01690 -2.87864  -0.403
H3 2.47253 -0.26616 -3.31313  0.223
H4 3.69212 1.00267 -3.17539  0.217
C6 3.36524 -0.09619 -1.35146  -0.217
N1 3.08201 -1.44713 -0.92965  -0.422
C7 1.93327 -1.92007 -0.38723  0.637
O3 1.70873 -3.12188 -0.31912  -0.629
C8 0.96013 -0.96393 0.18005  0.175
C9 -0.38277 -1.16647 0.37833  -0.040
C10 -0.86223 0.00840 1.05619  -0.036
C11 -2.10576 0.45272 1.54287  -0.142
C12 -2.14378 1.69053 2.17431  0.312
C13 -0.99073 2.48863 2.29637  -0.238
C14 0.22717 2.07216 1.82076  -0.217
C15 0.27331 0.82616 1.21328  0.254
O4 1.36872 0.23851 0.68406  -0.415
H5 1.11476 2.67598 1.91466  0.227
H6 -1.09964 3.44470 2.78254  0.227
O5 -3.26682 2.24352 2.68837  -0.521
C16 -4.38251 1.38445 2.93299  0.293
C17 -4.60189 0.47838 1.71743  -0.433
H7 -5.43569 -0.19703 1.90441  0.231
C18 -3.36796 -0.36181 1.38894  0.092
O6 -3.37481 -1.50947 2.21887  -0.719
H8 -2.53738 -1.97166 2.10296  0.473
H9 -3.45060 -0.68295 0.33601  0.172
H10 -4.83950 1.10558 0.85540  0.215
C19 -5.59448 2.30689 3.12060  -0.403
C20 -5.43322 3.20396 4.34405  -0.401
C21 -5.22357 2.36467 5.59897  -0.395
C22 -3.99094 1.48482 5.42750  -0.399
C23 -4.14414 0.57276 4.21420  -0.443
H11 -3.24851 -0.03721 4.09619  0.231
H12 -4.98920 -0.10197 4.35592  0.210
H13 -3.83237 0.87620 6.31997  0.208
H14 -3.11274 2.11916 5.28987  0.202
H15 -5.10100 3.01548 6.46705  0.206
H16 -6.10074 1.73585 5.77044  0.189
H17 -4.56904 3.85238 4.19369  0.206
H18 -6.31865 3.83377 4.45218  0.206
H19 -6.48560 1.68654 3.23029  0.204
H20 -5.71107 2.92179 2.22617  0.212
C24 -1.13999 -2.37126 -0.05956  -0.644
H21 -1.36306 -3.01991 0.78818  0.213
H22 -0.53139 -2.95011 -0.74822  0.260
H23 -2.07404 -2.09740 -0.54479  0.216
C25 4.06806 -2.40355 -1.38944  -0.224
C26 4.15485 -2.40836 -2.91369  -0.396
H24 3.19495 -2.72313 -3.32776  0.216
H25 4.92146 -3.11320 -3.23741  0.222
H26 5.03958 -2.13202 -0.96114  0.188
H27 3.77108 -3.38713 -1.02177  0.253
H28 4.32839 0.20418 -0.92041  0.188
H29 2.60188 0.58583 -0.98734  0.238
H30 5.48727 -0.72005 -3.06933  0.220
H31 6.35661 -0.32926 -8.50076  0.217
H32 7.08236 0.21741 -6.98111  0.210
H33 5.36406 0.50466 -7.29819  0.223

Cartesian forces, eV/Å:
C -0.1 -0.2 0.3
C -0.1 0.1 -0.5
H 0.2 0.0 0.1
H -0.1 0.1 0.0
O 0.3 -0.1 0.1
C 0.0 0.1 0.4
O -0.1 0.0 -0.1
C -0.3 0.0 -0.3
C 0.2 -0.1 0.1
H 0.0 0.1 0.0
H 0.0 0.0 0.0
C -0.2 0.5 -0.3
N 0.2 0.0 0.1
C 0.3 -0.1 0.0
O -0.2 0.0 0.0
C -1.1 -0.2 0.2
C 0.8 0.0 -0.3
C 0.7 0.7 0.2
C -0.3 0.1 0.1
C 0.4 -0.2 -0.2
C -0.1 -0.1 0.0
C 0.1 -0.1 -0.1
C -0.9 -0.3 0.1
O 0.4 0.0 0.1
H 0.1 0.1 0.0
H 0.0 0.1 0.1
O -0.1 0.3 0.0
C -0.7 -0.5 -0.1
C 0.5 0.0 0.2
H -0.1 0.0 0.0
C -0.2 0.3 -0.5
O 0.0 -0.3 0.2
H -0.1 0.0 0.0
H 0.0 0.1 0.2
H 0.0 0.0 0.0
C 0.5 0.2 0.0
C -0.2 -0.2 0.0
C 0.3 0.2 0.0
C -0.3 -0.1 0.0
C 0.4 0.3 0.0
H -0.1 -0.1 0.0
H 0.0 -0.1 0.0
H 0.1 0.0 0.0
H 0.1 0.0 0.1
H -0.1 0.0 0.0
H -0.1 0.0 0.1
H 0.0 0.1 0.0
H 0.0 0.1 0.0
H 0.0 -0.1 0.0
H 0.0 -0.1 -0.1
C 0.0 0.0 -0.1
H 0.0 -0.1 0.0
H -0.1 -0.1 0.0
H -0.1 0.0 0.0
C 0.0 -0.5 -0.1
C 0.2 0.1 0.2
H 0.0 0.0 0.0
H 0.0 0.0 0.0
H 0.0 0.0 0.0
H 0.1 0.2 0.0
H -0.1 0.0 0.0
H 0.2 -0.1 0.0
H 0.0 0.0 0.0
H 0.0 0.0 -0.1
H 0.1 0.0 0.0
H 0.0 0.1 0.0

---

Number 1: E_tot -53042.123 eV, E_LUMO 0.331 eV. Number 2: E_tot -37179.410 eV, E_LUMO 0.431 eV. Number 3: E_tot -41274.385 eV, E_LUMO 0.432 eV.